Entry 1:
Molecular formula: C6H12O
Method: DFT, the ωB97M-V functional and the def2-TZVPD basis

HOMO-LUMO gap   10.62 eV
DFT total energy   -310.93385 a.u.
Multiplicity   1
Largest force on an atom   1.90 eV/A
E_LUMO   1.120 eV
SMILES   C[C@@H]1C[C@@H]1[C@@H](C)O
Charge   0
HOMO   -9.502 eV
Energy above the lowest of the compared OMol25 structures with the same formula, charge and spin   78.70 kcal/mol

```
19
Properties=species:S:1:pos:R:3:lowdin_charge:R:1
C 0.279 1.881 -0.740 -0.01
C 1.011 0.260 -0.986 -0.18
C 0.059 -0.530 -1.831 -0.12
C 0.196 -0.872 -0.373 -0.22
C -0.625 -0.327 0.791 -0.42
C -0.725 -1.274 1.959 -0.06
O 0.065 0.770 1.387 -0.13
H -0.562 2.161 -0.041 0.09
H -0.150 1.998 -1.721 0.04
H 1.018 2.655 -0.490 0.06
H 2.089 0.015 -1.123 0.13
H -0.782 0.055 -2.181 0.10
H 0.402 -1.280 -2.549 0.11
H 0.595 -1.879 -0.197 0.14
H -1.610 -0.004 0.419 0.15
H -1.223 -2.211 1.718 0.08
H -1.242 -0.746 2.766 0.08
H 0.303 -1.461 2.295 0.09
H 0.901 0.790 0.897 0.06
```

Entry 2:
Molecular formula: C6H12O
Method: DFT, the ωB97M-V functional and the def2-TZVPD basis

HOMO-LUMO gap   10.32 eV
DFT total energy   -310.97000 a.u.
Multiplicity   1
Largest force on an atom   1.91 eV/A
E_LUMO   0.968 eV
SMILES   C[C@H]1OCC1(C)C
Charge   0
HOMO   -9.351 eV
Energy above the lowest of the compared OMol25 structures with the same formula, charge and spin   56.02 kcal/mol

```
19
Properties=species:S:1:pos:R:3:lowdin_charge:R:1
C 1.996 -0.478 -0.978 -0.04
C 1.142 0.452 -0.115 -0.25
O 0.505 1.584 -0.736 -0.13
C -0.558 1.571 0.222 -0.18
C -0.502 0.053 0.297 -0.40
C -0.599 -0.747 1.569 -0.07
C -1.527 -0.502 -0.759 -0.04
H 2.436 0.061 -1.822 0.08
H 2.847 -0.950 -0.454 0.08
H 1.367 -1.281 -1.352 0.06
H 1.891 0.966 0.558 0.15
H -1.423 2.088 -0.207 0.12
H -0.310 2.018 1.202 0.12
H 0.190 -0.381 2.225 0.08
H -0.383 -1.791 1.307 0.09
H -1.568 -0.724 2.084 0.08
H -1.308 -1.516 -1.103 0.07
H -1.655 0.144 -1.637 0.08
H -2.541 -0.567 -0.303 0.09
```